1.
# C22H36CrGeN4O5S

A molecular structure, C22H36CrGeN4O5S (wB97M-V/def2-TZVPD, OMol25).

Its multiplicity is 3. Its charge is +2. As for the highest occupied orbital energy (alpha / beta): -13.36 / -13.39 eV. The frontier orbital gap (alpha / beta) comes out at 5.38 / 6.53 eV. For the lowest unoccupied orbital energy (alpha / beta), the calculation gives -8.0 / -6.9 eV. For the molar mass, the calculation gives 593.23 g mol⁻¹. Its expectation value of S² is 2.1000. The calculation puts the largest force on an atom at 0.5 eV/A.

Positions of all 70 atoms, in Å:
Cr: 0.014 -0.131 -0.399
C: -3.575 -1.195 -2.336
C: -2.797 -1.646 -1.113
C: -1.818 -2.760 -1.426
C: -3.715 -2.027 0.037
O: -1.994 -0.461 -0.687
Ge: -2.640 0.984 0.217
O: -0.827 1.544 0.102
C: -0.561 3.028 0.003
C: 0.935 3.229 -0.026
C: -1.217 3.509 -1.278
C: -1.181 3.658 1.238
O: -0.120 -1.220 0.907
C: 0.411 -1.723 2.167
C: 1.724 -2.448 1.895
C: 0.577 -0.554 3.127
C: -0.646 -2.692 2.677
H: -4.147 -2.028 -2.743
H: -4.281 -0.402 -2.076
H: -2.902 -0.811 -3.101
H: -2.369 -3.614 -1.819
H: -1.086 -2.452 -2.172
H: -1.287 -3.081 -0.531
H: -4.277 -2.923 -0.223
H: -3.134 -2.238 0.936
H: -4.446 -1.243 0.250
H: 1.389 2.732 -0.884
H: 1.141 4.296 -0.110
H: 1.386 2.878 0.901
H: -0.794 3.015 -2.149
H: -2.298 3.329 -1.260
H: -1.072 4.585 -1.375
H: -0.787 3.208 2.150
H: -0.942 4.722 1.254
H: -2.271 3.583 1.240
H: 2.533 -1.756 1.667
H: 2.011 -3.017 2.778
H: 1.606 -3.148 1.066
H: 1.280 0.180 2.738
H: -0.383 -0.066 3.306
H: 0.955 -0.914 4.083
H: -0.786 -3.515 1.975
H: -0.327 -3.107 3.633
H: -1.599 -2.183 2.825
N: 0.801 -2.718 -8.046
C: 0.831 -2.061 -6.874
C: -0.271 -2.127 -5.991
C: -0.245 -1.461 -4.798
C: 0.884 -0.700 -4.455
C: 1.991 -0.625 -5.319
C: 1.959 -1.295 -6.512
S: 0.981 0.115 -2.979
O: -0.357 0.553 -2.498
O: 2.035 1.082 -2.998
N: 1.231 -0.935 -1.693
C: 2.409 -0.599 -0.979
N: 3.608 -1.012 -1.277
C: 4.575 -0.531 -0.491
C: 4.323 0.337 0.568
C: 3.013 0.690 0.808
N: 2.045 0.212 0.017
H: 0.000 -3.256 -8.322
H: 1.572 -2.668 -8.687
H: -1.143 -2.703 -6.272
H: -1.098 -1.506 -4.138
H: 2.852 -0.033 -5.045
H: 2.802 -1.235 -7.188
H: 5.583 -0.855 -0.721
H: 5.123 0.719 1.184
H: 2.736 1.349 1.617

2.
# C22H36CrO2P2

A molecular structure, C22H36CrO2P2 in a non-equilibrium geometry (wB97M-V/def2-TZVPD, OMol25).

Its multiplicity is 5. Its charge is 0. As for the highest occupied orbital energy (alpha / beta): -5.36 / -5.51 eV. The frontier orbital gap (alpha / beta) comes out at 5.77 / 5.86 eV. The calculation puts the energy relative to the best compared isomer or geometry (same formula, charge and spin) at 10.4 kcal/mol. For the lowest unoccupied orbital energy (alpha / beta), the calculation gives 0.4 / 0.3 eV. For the molar mass, the calculation gives 446.47 g mol⁻¹. Its expectation value of S² is 6.1157. The calculation puts the largest force on an atom at 3.5 eV/A.

Positions of all 63 atoms, in Å:
P: 2.750 0.666 0.595
P: -2.335 -0.145 -0.043
C: 1.274 0.093 -0.208
C: -0.744 0.554 -0.693
H: 1.244 -1.008 -0.335
H: 1.379 0.504 -1.231
H: -0.666 1.643 -0.779
H: -0.484 0.096 -1.661
C: -2.939 -1.671 -0.860
H: -3.567 -2.174 -0.093
H: -2.103 -2.348 -1.118
H: -3.557 -1.428 -1.752
C: -3.547 1.152 -0.417
H: -4.369 0.716 -1.006
H: -3.081 1.993 -0.948
H: -3.955 1.482 0.549
C: 4.077 -0.436 0.134
H: 4.775 -0.582 0.958
H: 4.602 0.008 -0.719
H: 3.679 -1.400 -0.179
C: 3.173 2.274 -0.087
H: 2.254 2.827 -0.319
H: 3.745 2.101 -1.013
H: 3.799 2.831 0.625
Cr: -0.217 -0.422 1.031
C: -0.864 -0.071 -3.692
C: -0.791 -1.361 -3.310
C: 0.191 -2.360 -3.834
C: 1.657 -1.848 -3.927
C: 2.022 -0.827 -2.915
C: 1.987 0.515 -3.116
C: 1.304 1.224 -4.245
C: -0.037 0.610 -4.733
C: 2.383 0.694 2.339
H: -1.671 0.558 -3.302
H: -1.610 -1.781 -2.728
H: -0.169 -2.686 -4.827
H: 0.179 -3.256 -3.190
H: 2.352 -2.695 -3.800
H: 1.847 -1.431 -4.923
H: 2.533 -1.223 -2.039
H: 2.696 1.162 -2.573
H: 2.028 1.273 -5.077
H: 1.135 2.278 -3.959
H: -0.662 1.417 -5.160
H: 0.150 -0.116 -5.537
H: 1.507 1.311 2.565
H: 3.261 1.105 2.816
H: 2.189 -0.320 2.705
O: -0.507 -1.178 2.972
C: -0.974 -0.030 3.369
O: -0.849 1.007 2.623
C: -1.673 0.047 4.662
C: -1.763 -1.132 5.408
C: -2.375 -1.113 6.662
C: -2.915 0.086 7.150
C: -2.870 1.257 6.379
C: -2.254 1.241 5.119
H: -1.313 -2.030 4.992
H: -2.400 -2.045 7.237
H: -3.383 0.063 8.130
H: -3.312 2.167 6.799
H: -2.213 2.158 4.531

3.
# C22H36F6N2PSSi2W

A molecular structure, C22H36F6N2PSSi2W in a non-equilibrium geometry (wB97M-V/def2-TZVPD, OMol25).

Its multiplicity is 3. Its charge is -1. As for the highest occupied orbital energy (alpha / beta): -4.01 / -4.46 eV. The frontier orbital gap (alpha / beta) comes out at 6.56 / 6.00 eV. The calculation puts the energy relative to the best compared isomer or geometry (same formula, charge and spin) at 19.6 kcal/mol. For the lowest unoccupied orbital energy (alpha / beta), the calculation gives 2.5 / 1.5 eV. For the molar mass, the calculation gives 745.59 g mol⁻¹. Its expectation value of S² is 2.0198. The calculation puts the largest force on an atom at 1.7 eV/A.

Positions of all 71 atoms, in Å:
W: 0.291 -0.711 0.107
C: 0.327 -2.174 1.993
C: 0.546 -3.046 0.897
C: 1.775 -2.699 0.306
C: 2.324 -1.608 1.013
C: 1.436 -1.297 2.074
H: -0.530 -2.201 2.648
H: -0.150 -3.810 0.586
H: 2.194 -3.143 -0.581
H: 3.220 -1.061 0.767
H: 1.584 -0.546 2.831
C: 3.139 2.244 2.214
Si: 1.373 2.178 1.567
C: 0.281 1.622 3.001
C: 0.786 3.921 1.119
N: 1.276 1.117 0.186
C: 2.001 1.438 -0.968
C: 2.697 2.627 -1.188
C: 3.427 2.837 -2.354
C: 3.475 1.851 -3.322
C: 2.786 0.660 -3.125
C: 2.035 0.438 -1.970
N: 1.327 -0.726 -1.702
Si: 0.861 -1.821 -2.974
C: 2.281 -2.930 -3.526
C: 0.186 -0.922 -4.483
C: -0.532 -2.949 -2.386
H: 3.268 3.064 2.926
H: 3.861 2.380 1.407
H: 3.387 1.312 2.730
H: -0.330 2.465 3.330
H: 0.897 1.318 3.852
H: -0.399 0.800 2.785
H: 0.175 4.330 1.928
H: 0.175 3.899 0.214
H: 1.605 4.621 0.944
H: 2.679 3.414 -0.448
H: 3.956 3.772 -2.493
H: 4.048 1.996 -4.230
H: 2.846 -0.114 -3.879
H: 3.157 -2.368 -3.856
H: 1.952 -3.555 -4.361
H: 2.599 -3.600 -2.723
H: 0.924 -0.358 -5.052
H: -0.610 -0.232 -4.196
H: -0.251 -1.677 -5.145
H: -0.221 -3.994 -2.318
H: -1.366 -2.891 -3.089
H: -0.956 -2.690 -1.410
S: -1.447 0.451 -1.297
C: -1.539 0.149 0.325
C: -3.483 2.313 2.735
C: -3.034 1.933 1.329
C: -4.133 2.239 0.315
C: -2.632 0.445 1.286
H: -3.806 3.356 2.780
H: -2.687 2.166 3.467
H: -4.327 1.688 3.040
H: -2.155 2.532 1.060
H: -5.029 1.657 0.545
H: -3.825 1.986 -0.699
H: -4.401 3.299 0.337
H: -3.483 -0.169 0.966
H: -2.374 0.074 2.279
F: -2.514 -2.517 0.846
P: -3.364 -3.624 1.697
F: -4.185 -4.714 2.552
F: -4.478 -2.496 2.022
F: -2.212 -4.724 1.371
F: -2.546 -3.183 3.038
F: -4.158 -4.042 0.358